Here is a cluster of 6 separate species, C43H87N6O5 in total at a distorted geometry from the Open Molecules 2025 dataset. Energies are from ωB97M-V/def2-TZVPD.

Last column: Löwdin charge in e.
Positions of all 141 atoms, in Å:
C -1.75271 -2.23818 5.98199  -0.0866
C -2.63634 -3.40003 5.52776  -0.2214
C -2.75226 -3.50660 3.99657  -0.1793
C -3.68165 -2.42198 3.43529  -0.0751
N -3.22100 -1.83522 2.09743  -0.2101
C -2.94010 -3.00142 1.15870  -0.0978
C -3.06910 -2.42582 -0.24933  -0.1447
C -3.94523 -1.17414 -0.09615  -0.1300
C -4.33700 -1.13543 1.37749  -0.0715
C -1.96711 -0.99095 2.17371  -0.1125
C -2.08159 0.15923 3.14858  -0.1961
C -0.80266 0.99803 3.28076  -0.0677
H -2.29039 -1.30815 6.17942  0.0781
H -1.06038 -1.94830 5.17775  0.0512
H -1.19521 -2.51077 6.87310  0.0885
H -3.61027 -3.30037 6.00784  0.1246
H -2.19133 -4.34883 5.82608  0.1177
H -3.12195 -4.48544 3.69304  0.1194
H -1.73075 -3.39373 3.62297  0.0974
H -3.77739 -1.61260 4.14894  0.1284
H -4.64531 -2.85039 3.17190  0.1366
H -1.97759 -3.42627 1.42395  0.1224
H -3.70114 -3.74532 1.39645  0.1397
H -2.07699 -2.15866 -0.62338  0.0983
H -3.49059 -3.17673 -0.91618  0.1030
H -3.40717 -0.27574 -0.39756  0.1010
H -4.81035 -1.22071 -0.75636  0.1302
H -4.53977 -0.12107 1.70832  0.1441
H -5.22649 -1.73048 1.57741  0.1442
H -1.80824 -0.63579 1.15442  0.1129
H -1.12126 -1.65381 2.35354  0.1278
H -2.33812 -0.26254 4.11842  0.0837
H -2.87194 0.86419 2.88313  0.1209
H -0.09978 0.58209 4.00647  0.0794
H -1.02270 1.99705 3.65138  0.0805
H -0.30184 1.04596 2.31270  0.0443
C -0.46796 5.80796 6.02607  -0.0816
C 0.85678 6.20568 5.34696  -0.2437
C 0.96483 5.74614 3.89455  -0.1873
C 2.42297 5.92320 3.42353  -0.1243
N 2.63862 5.69824 1.96046  -0.2257
C 4.04354 6.14812 1.61854  -0.0925
C 4.03937 6.34749 0.11310  -0.1362
C 2.67282 6.99436 -0.15318  -0.1159
C 1.81538 6.60112 1.05948  -0.0860
C 2.39683 4.25335 1.57399  -0.1198
C 3.42125 3.28394 2.12185  -0.2026
C 3.07854 1.81754 1.83758  -0.0955
H -0.35272 4.81286 6.45672  0.0733
H -1.29811 5.80816 5.32361  0.0729
H -0.62548 6.50129 6.84766  0.0834
H 1.69184 5.74704 5.88353  0.1172
H 0.99738 7.28751 5.37516  0.1207
H 0.32980 6.30560 3.20555  0.1128
H 0.73927 4.67586 3.85727  0.1070
H 2.98466 5.17586 3.98006  0.1266
H 2.83207 6.88842 3.71657  0.1476
H 4.81807 5.56037 2.09507  0.1426
H 4.10385 7.16775 2.00813  0.1481
H 4.10991 5.39603 -0.41711  0.1096
H 4.88560 6.97995 -0.14267  0.1354
H 2.27446 6.69074 -1.11701  0.1137
H 2.74021 8.07957 -0.14629  0.1288
H 0.80277 6.20937 0.99522  0.1325
H 1.67014 7.47624 1.70136  0.1406
H 2.43445 4.26191 0.48131  0.1308
H 1.37874 3.96723 1.83251  0.1269
H 3.50863 3.41350 3.19705  0.1164
H 4.38563 3.42866 1.63279  0.1195
H 2.13223 1.53485 2.31216  0.0560
H 3.78494 1.12084 2.30171  0.0778
H 3.10195 1.44902 0.80962  0.0751
C -0.27368 1.83284 -6.52936  -0.0284
C -0.77979 2.51411 -5.27797  -0.2661
C -2.10532 1.96076 -4.79643  -0.1648
O -1.86573 0.63775 -4.33941  -0.2085
C -2.61048 0.25579 -3.17873  -0.0730
N 0.22874 2.28478 -4.14538  0.2262
H 0.24158 1.31924 -3.77418  0.1053
H 1.17662 2.51632 -4.43906  0.1691
H -0.07648 2.84874 -3.35134  0.1724
H -0.46902 0.76195 -6.56022  0.0742
H 0.80068 1.99887 -6.64242  0.0874
H -0.76598 2.23361 -7.41609  0.1185
H -0.83674 3.60131 -5.31901  0.1673
H -2.75552 1.87062 -5.67533  0.1530
H -2.64545 2.60405 -4.09749  0.1418
H -2.09311 -0.54848 -2.66413  0.0671
H -3.58585 -0.11043 -3.52311  0.1038
H -2.81743 1.12420 -2.55182  0.0927
C 3.35684 -4.00594 -0.63307  -0.0455
C 3.56044 -3.90997 0.87429  -0.2893
C 2.70667 -2.83423 1.50628  -0.2096
O 3.00283 -2.92856 2.87712  -0.1811
C 2.43683 -1.88061 3.66441  -0.0493
N 3.19644 -5.26603 1.45870  0.2407
H 3.72850 -5.97427 0.94128  0.1801
H 3.49334 -5.30389 2.43750  0.1805
H 2.22791 -5.48268 1.23508  0.1680
H 4.20891 -4.47508 -1.13473  0.0999
H 3.43906 -3.01203 -1.08118  0.0870
H 2.40200 -4.40198 -0.97630  0.0774
H 4.62100 -3.75750 1.05765  0.1700
H 1.63296 -3.00074 1.34114  0.1264
H 2.96881 -1.88606 1.02906  0.1353
H 1.37026 -2.01420 3.86013  0.0778
H 2.70098 -0.92733 3.20321  0.0771
H 2.94434 -1.92508 4.62742  0.1071
C 2.00840 -0.54448 -7.57580  0.0564
N 1.13928 -1.38292 -6.69760  -0.0670
C 1.09872 -1.10744 -5.37275  0.0026
C 0.46407 -1.98810 -4.54024  0.0568
C -0.32486 -3.00893 -5.07686  -0.1024
C -0.32663 -3.19612 -6.45067  0.0667
C 0.44572 -2.38236 -7.24405  0.0375
C -1.18363 -3.81620 -4.17904  -0.1049
C -0.81584 -4.07710 -2.85809  0.0522
C -1.61227 -4.86980 -2.07100  -0.0096
N -2.72126 -5.44328 -2.57889  -0.0734
C -3.12874 -5.17573 -3.82960  0.0402
C -2.41058 -4.30184 -4.61533  0.0641
C -3.49379 -6.41542 -1.74974  0.0628
H 2.58176 -1.16687 -8.25363  0.1247
H 2.73612 -0.07643 -6.91396  0.1076
H 1.42481 0.26180 -8.00654  0.0965
H 1.54952 -0.20555 -4.99675  0.1362
H 0.37915 -1.67086 -3.50186  0.1000
H -0.85738 -4.02510 -6.90087  0.1465
H 0.46952 -2.44188 -8.32424  0.1698
H 0.05902 -3.61117 -2.41077  0.1135
H -1.38802 -5.11399 -1.04404  0.1460
H -4.02126 -5.68962 -4.16130  0.1659
H -2.77049 -4.04100 -5.60199  0.1425
H -3.19091 -7.42844 -1.99085  0.1260
H -4.54933 -6.26426 -1.97349  0.1150
H -3.39703 -6.11829 -0.70989  0.0982
O 0.54142 -0.02548 0.28321  0.0155
C 0.75879 -0.63354 -0.98093  -0.7580
O 1.10850 -1.81924 -0.97050  -0.0203
O 0.56695 0.12077 -1.97932  -0.0704
H 0.38550 0.82216 -0.16858  0.0866

Atoms 1-2, force components in eV/Å:
C 0.1 0.3 -0.5
C 0.1 -0.2 -0.3

The total charge is +5. The HOMO energy comes out at -19.754 eV. The orbital gap comes out at 7.267 eV. For the total energy, the calculation gives -2393.60147 Eh.